# 1
A molecular structure, C8H10F12NaO14S4. Source: the OMol25 dataset; level of theory: the ωB97M-V functional and the def2-TZVPD basis.

Positions of all 49 atoms, in Å:
Na (0.343, -0.675, 1.938)
C (-0.361, -3.489, 5.834)
F (0.546, -3.027, 6.702)
F (-0.735, -4.708, 6.313)
F (-1.448, -2.719, 5.918)
S (0.284, -3.649, 4.099)
O (-0.724, -4.450, 3.467)
O (0.347, -2.251, 3.703)
O (1.548, -4.288, 4.341)
C (-2.188, -1.731, -2.093)
F (-3.056, -2.466, -2.829)
F (-0.944, -2.056, -2.503)
F (-2.384, -0.435, -2.420)
S (-2.425, -2.054, -0.293)
O (-3.725, -1.464, -0.064)
O (-2.387, -3.490, -0.258)
O (-1.303, -1.370, 0.310)
C (-1.117, 3.480, 3.942)
F (-2.096, 4.408, 4.051)
F (0.060, 4.126, 4.163)
F (-1.281, 2.591, 4.934)
S (-1.096, 2.685, 2.265)
O (-2.475, 2.344, 2.034)
O (-0.585, 3.745, 1.424)
O (-0.175, 1.586, 2.496)
C (2.729, -2.689, -1.374)
F (3.702, -1.807, -1.740)
F (1.631, -2.355, -2.056)
F (3.122, -3.909, -1.774)
S (2.434, -2.626, 0.432)
O (3.672, -3.094, 1.005)
O (2.184, -1.210, 0.699)
O (1.315, -3.489, 0.626)
C (-0.740, 4.584, -4.816)
O (0.164, 3.925, -4.016)
C (0.132, 2.512, -4.233)
C (1.054, 1.795, -3.291)
O (0.564, 1.916, -2.001)
C (1.295, 1.116, -1.085)
H (-0.420, 4.672, -5.873)
H (-0.855, 5.617, -4.471)
H (-1.751, 4.149, -4.801)
H (0.334, 2.266, -5.288)
H (-0.902, 2.198, -4.027)
H (2.071, 2.230, -3.368)
H (1.158, 0.747, -3.612)
H (1.082, 0.051, -1.175)
H (1.034, 1.407, -0.066)
H (2.366, 1.351, -1.170)

Properties
Net charge: -3
Relative energy (zero: lowest compared OMol25 entry of this formula, charge and spin): 4.6 kJ/mol
Gap between HOMO and LUMO: 7.35 eV
Electronic energy: -117494.3719 eV



# 2
A molecular structure, C8H10F2N2. Source: the OMol25 dataset; level of theory: the ωB97M-V functional and the def2-TZVPD basis.

Positions of all 22 atoms, in Å:
C (4.114, -0.095, 0.456)
C (3.274, -0.484, -0.665)
C (1.645, 0.451, -0.240)
C (-2.270, -0.282, 0.447)
C (-1.194, -1.334, 0.729)
C (-1.711, 1.140, 0.360)
C (-0.230, -1.102, -0.464)
C (-0.582, 1.309, -0.680)
N (4.876, 0.322, 1.228)
N (0.376, 0.263, -0.478)
F (3.018, -1.753, -0.804)
F (1.996, 1.774, -0.026)
H (-2.740, -0.534, -0.429)
H (-3.024, -0.266, 1.129)
H (-0.552, -0.993, 1.545)
H (-1.509, -2.283, 0.769)
H (-2.403, 1.843, 0.003)
H (-1.370, 1.614, 1.362)
H (0.514, -1.916, -0.344)
H (-0.794, -1.234, -1.513)
H (-1.131, 1.151, -1.664)
H (-0.303, 2.407, -0.724)

Properties
Relative energy (zero: lowest compared OMol25 entry of this formula, charge and spin): 407.9 kJ/mol
Gap between HOMO and LUMO (alpha / beta): 8.06 / 8.06 eV
Electronic energy: -16868.0063 eV



# 3
A molecular structure, C8H10F3InN. Source: the OMol25 dataset; level of theory: the ωB97M-V functional and the def2-TZVPD basis.

Positions of all 23 atoms, in Å:
C (-0.995, 1.116, -1.908)
C (0.393, 0.940, -2.184)
C (1.140, 1.618, -1.177)
C (0.212, 2.194, -0.247)
C (-1.118, 1.898, -0.720)
In (-0.215, -0.275, 0.559)
N (-2.040, -1.122, 0.672)
C (0.000, -2.858, 0.141)
C (0.967, -2.156, -0.550)
H (2.223, 1.738, -1.145)
H (0.813, 0.434, -3.051)
H (0.461, 2.843, 0.586)
H (-2.037, 2.298, -0.298)
H (-1.818, 0.758, -2.522)
H (0.853, -1.903, -1.616)
H (-0.963, -3.105, -0.311)
H (-2.935, -0.752, 1.033)
H (1.997, -2.088, -0.173)
H (0.215, -3.277, 1.130)
F (-0.247, 1.251, 3.167)
C (0.588, 0.314, 2.581)
F (1.845, 0.884, 2.567)
F (0.660, -0.750, 3.465)

Properties
Net charge: -1
Gap between HOMO and LUMO (alpha / beta): 6.04 / 6.04 eV
Electronic energy: -23270.9571 eV



# 4
A molecular structure, C8H10F5NOOsTe. Source: the OMol25 dataset; level of theory: the ωB97M-V functional and the def2-TZVPD basis.

Positions of all 27 atoms, in Å:
C (0.028, -1.468, -2.056)
C (-1.279, -1.403, -1.468)
C (-1.176, -1.834, -0.114)
C (0.204, -2.151, 0.167)
C (0.954, -1.939, -1.039)
Os (0.361, -0.003, -0.279)
C (-1.060, 1.657, -0.993)
C (-0.634, 2.558, -2.075)
C (0.595, 2.762, -2.473)
N (1.923, 0.360, 0.400)
H (-2.007, -1.965, 0.563)
H (-2.206, -1.151, -1.954)
H (0.560, -2.539, 1.094)
H (2.010, -2.059, -1.138)
H (0.266, -1.219, -3.073)
H (-1.841, 1.196, -1.571)
H (1.879, 0.193, -1.044)
H (-1.475, 1.822, -0.041)
H (0.435, 3.288, -3.449)
H (1.777, 2.747, -2.438)
F (-1.136, 1.506, 3.911)
Te (0.055, 0.179, 3.225)
F (1.250, 1.595, 2.790)
F (1.352, -1.121, 2.710)
F (0.937, 0.124, 4.900)
F (-1.029, -1.217, 3.945)
O (-0.745, 0.081, 1.503)

Properties
2S+1: 5
Relative energy (zero: lowest compared OMol25 entry of this formula, charge and spin): 270.0 kJ/mol
Gap between HOMO and LUMO (alpha / beta): 6.11 / 6.72 eV
Electronic energy: -35332.2993 eV
⟨S²⟩: 6.051



# 5
2 unconnected molecules or ions with the total composition C8H10FN3. Source: the OMol25 dataset; level of theory: the ωB97M-V functional and the def2-TZVPD basis.

Positions of all 22 atoms, in Å:
C (-2.409, 0.964, 0.841)
C (-0.808, 1.754, -0.540)
C (1.029, -0.130, 0.446)
C (-0.277, -0.287, 0.592)
C (0.581, 1.889, -1.015)
C (1.523, 1.349, 0.059)
C (2.065, -1.218, 0.394)
C (-1.260, -3.347, -0.015)
N (-2.880, 2.056, 0.310)
N (-1.848, 2.597, -0.455)
N (-1.123, 0.732, 0.325)
F (-0.267, -3.647, -0.866)
H (-3.057, 0.209, 1.427)
H (0.724, 1.183, -1.919)
H (0.839, 2.946, -1.258)
H (1.311, 1.957, 0.991)
H (2.496, 1.435, -0.431)
H (2.999, -0.854, 0.901)
H (2.161, -1.544, -0.600)
H (1.681, -1.914, 1.080)
H (-1.261, -2.370, 0.261)
H (-2.220, -3.761, -0.528)

Properties
Relative energy (zero: lowest compared OMol25 entry of this formula, charge and spin): 690.4 kJ/mol
Gap between HOMO and LUMO (alpha / beta): 8.88 / 7.75 eV
Electronic energy: -15639.1934 eV



# 6
2 unconnected molecules or ions with the total composition C8H10FN3O2S. Source: the OMol25 dataset; level of theory: the ωB97M-V functional and the def2-TZVPD basis.

Positions of all 25 atoms, in Å:
C (-2.781, 0.407, 0.635)
C (-1.740, 0.095, -0.199)
C (-2.135, 2.255, -0.769)
C (-1.202, -2.406, 0.389)
C (-1.047, -1.143, -0.529)
C (3.630, -0.889, 0.282)
C (2.034, -0.309, 2.011)
C (2.481, -0.177, 0.823)
N (-1.380, 1.191, -0.985)
N (-0.137, -1.009, -1.499)
N (-2.063, 3.395, -1.458)
O (-1.998, -2.481, 1.291)
O (0.563, -1.898, -2.018)
F (1.842, 0.699, -0.069)
S (-3.291, 2.051, 0.530)
H (-3.102, -0.114, 1.536)
H (-0.730, -3.297, -0.140)
H (4.029, -0.364, -0.608)
H (4.349, -1.119, 1.032)
H (3.268, -1.749, -0.150)
H (2.374, -0.809, 2.863)
H (0.017, -0.081, -2.035)
H (1.036, 0.093, 2.346)
H (-1.233, 3.619, -1.971)
H (-2.784, 4.040, -1.305)

Properties
2S+1: 3
Gap between HOMO and LUMO (alpha / beta): 6.83 / 6.71 eV
Electronic energy: -30570.4540 eV
⟨S²⟩: 2.035



# 7
A molecular structure, C8H10HgN2O2. Source: the OMol25 dataset; level of theory: the ωB97M-V functional and the def2-TZVPD basis.

Positions of all 23 atoms, in Å:
C (0.995, -0.858, -2.595)
C (1.883, -0.037, -1.832)
C (1.193, 1.170, -1.507)
C (-0.125, 1.089, -2.050)
C (-0.239, -0.157, -2.739)
Hg (-0.186, 0.462, 1.447)
C (0.962, -1.311, 1.493)
C (-0.025, -2.333, 0.970)
C (0.357, -3.668, 0.908)
N (-1.237, -1.794, 0.631)
H (1.597, 2.016, -0.955)
H (2.903, -0.294, -1.550)
H (-0.907, 1.838, -1.940)
H (-1.121, -0.511, -3.269)
H (1.221, -1.847, -2.988)
H (1.837, -1.190, 0.848)
H (-1.934, -2.462, 0.286)
H (1.249, -1.489, 2.533)
H (1.371, -3.911, 1.199)
H (-0.356, -4.433, 0.623)
O (-3.024, 2.843, 0.198)
N (-1.953, 2.279, 0.153)
O (-1.250, 2.275, 1.289)

Properties
Net charge: -2
Gap between HOMO and LUMO: 5.27 eV
Electronic energy: -19702.0923 eV



# 8
A molecular structure, C8H10I2N2S6W. Source: the OMol25 dataset; level of theory: the ωB97M-V functional and the def2-TZVPD basis.

Positions of all 29 atoms, in Å:
W (-0.150, -2.068, 0.512)
I (-1.670, -2.899, 2.851)
C (-0.190, -4.357, 3.272)
I (1.404, -4.009, 1.919)
H (-0.608, -5.336, 3.072)
H (0.161, -4.243, 4.291)
S (5.750, 0.367, -3.044)
C (4.441, -0.140, -2.280)
S (3.485, -1.542, -2.791)
C (2.305, -1.454, -1.569)
C (2.436, -0.431, -0.638)
S (1.292, -0.298, 0.628)
S (3.774, 0.626, -0.833)
S (0.974, -2.560, -1.451)
C (-2.181, 1.721, 1.672)
N (-1.741, 1.725, 0.287)
C (-1.342, 2.987, -0.369)
C (-0.948, 2.544, -1.793)
N (-1.203, 1.096, -1.737)
C (-1.646, 0.719, -0.549)
S (-2.124, -0.940, -0.219)
H (-1.363, 2.041, 2.317)
H (-2.506, 0.722, 1.944)
H (-3.018, 2.410, 1.782)
H (-0.514, 3.434, 0.178)
H (-2.185, 3.677, -0.356)
H (0.100, 2.736, -2.013)
H (-1.564, 3.007, -2.560)
H (-1.169, 0.466, -2.522)

Properties
Net charge: +2
Gap between HOMO and LUMO (alpha / beta): 5.18 / 6.01 eV
Electronic energy: -94460.7567 eV



# 9
A molecular structure, C8H10IMoN. Source: the OMol25 dataset; level of theory: the ωB97M-V functional and the def2-TZVPD basis.

Positions of all 21 atoms, in Å:
C (-1.240, -1.159, 0.202)
C (-0.634, -1.117, -1.100)
C (-1.287, -0.091, -1.867)
C (-2.276, 0.539, -1.008)
C (-2.197, -0.099, 0.286)
Mo (-0.274, 1.063, -0.285)
C (1.886, 0.488, -0.446)
C (1.669, 0.093, 0.987)
C (2.260, -0.962, 1.679)
N (0.682, 0.873, 1.472)
H (-1.141, 0.101, -2.924)
H (0.108, -1.819, -1.478)
H (-3.003, 1.283, -1.310)
H (-2.862, 0.085, 1.123)
H (-1.073, -1.931, 0.952)
H (2.159, -0.315, -1.123)
H (0.405, 0.811, 2.464)
H (2.439, 1.430, -0.566)
H (3.119, -1.447, 1.213)
H (1.758, -1.431, 2.531)
I (-0.497, 3.604, -0.802)

Properties
2S+1: 3
Relative energy (zero: lowest compared OMol25 entry of this formula, charge and spin): 14.6 kJ/mol
Gap between HOMO and LUMO (alpha / beta): 6.16 / 6.59 eV
Electronic energy: -19902.7965 eV
⟨S²⟩: 2.022



# 10
A gas-phase ion, C8H10IN2S (charge +1). Source: the OMol25 dataset; level of theory: the ωB97M-V functional and the def2-TZVPD basis.

Positions of all 22 atoms, in Å:
C (-2.593, -1.887, 0.299)
C (-0.391, -2.882, -0.085)
C (-1.680, -0.941, -0.193)
C (-0.360, -1.541, -0.340)
C (1.163, 0.412, -0.139)
C (-2.016, 0.334, -0.607)
C (2.646, 0.612, -0.006)
C (0.426, 2.603, 0.586)
N (0.275, 1.280, 0.090)
N (0.816, -0.858, -0.576)
S (-1.957, -3.436, 0.376)
I (-3.682, 1.365, 0.030)
H (-3.633, -1.707, 0.494)
H (0.424, -3.578, -0.130)
H (-1.422, 0.859, -1.335)
H (2.899, 1.668, 0.000)
H (3.171, 0.125, -0.825)
H (2.986, 0.167, 0.930)
H (-0.507, 2.878, 1.077)
H (1.244, 2.719, 1.301)
H (0.578, 3.286, -0.253)
H (1.611, -1.476, -0.691)

Properties
Net charge: +1
Relative energy (zero: lowest compared OMol25 entry of this formula, charge and spin): 0.0 kJ/mol
Gap between HOMO and LUMO: 6.80 eV
Electronic energy: -30366.1368 eV